#1
Here is a cluster of 2 separate species, C3H10OS2 in total from the Open Molecules 2025 dataset. Energies are from ωB97M-V with the def2-TZVPD basis set.

```
16
C3H10OS2, DFT ωB97M-V with the def2-TZVPD basis set
H -1.609 -1.068 -3.672
H 3.062 1.744 2.167
H 1.071 1.782 1.193
S -1.064 -3.403 -3.490
S -1.928 -4.306 -2.060
C -1.926 -2.007 -4.213
H -0.362 1.872 3.613
H 2.708 2.969 3.196
O 0.065 1.257 2.821
H -1.653 -1.759 -5.303
C 1.071 2.149 2.164
H 2.404 1.281 3.696
C 2.405 2.012 2.873
H -2.965 -2.136 -4.198
H 0.820 3.191 2.237
H -2.098 -3.577 -1.025
```

* M: 126.25 g mol⁻¹
* spin multiplicity: 1
* HOMO energy: -8.482 eV
* frontier orbital gap: 0.340 hartree
* E_LUMO: 0.77 eV

Mulliken population analysis, charges in e, atoms 1 to 6: 0.2605, 0.3082, 0.2900, -0.0138, -0.1803, -0.7535


#2
Here is a cluster of 2 separate species, C3H10OS2 in total from the Open Molecules 2025 dataset. Energies are from ωB97M-V with the def2-TZVPD basis set.

```
16
C3H10OS2, DFT ωB97M-V with the def2-TZVPD basis set
O 1.095 -1.448 -1.073
H -0.668 -1.078 0.138
C 2.032 -0.898 -0.121
H 2.849 -0.431 -0.661
H 1.544 -1.520 -1.908
H 1.472 -0.201 0.495
C 2.583 -2.061 0.707
H 0.055 1.326 -1.364
S -1.081 1.216 0.943
H 2.845 -2.872 0.028
H -1.162 -1.195 1.849
H 3.472 -1.752 1.252
S -1.269 1.514 -1.095
C -1.269 -0.631 0.928
H -2.285 -0.679 0.536
H 1.825 -2.455 1.381
```

* M: 126.25 g mol⁻¹
* spin multiplicity: 1
* HOMO energy: -8.886 eV
* frontier orbital gap: 0.347 hartree
* E_LUMO: 0.55 eV

Mulliken population analysis, charges in e, atoms 1 to 6: -0.5243, 0.2126, -0.1220, 0.4135, 0.2809, 0.1429


#3
Here is a cluster of 3 separate species, C3H10OS2 in total from the Open Molecules 2025 dataset. Energies are from ωB97M-V with the def2-TZVPD basis set.

```
16
C3H10OS2, DFT ωB97M-V with the def2-TZVPD basis set
H 0.580 -2.179 -1.450
H 0.978 2.735 -2.171
C 0.030 1.384 1.293
S -0.885 -0.345 -1.595
H 0.604 2.044 0.644
H -0.739 0.929 0.619
H -1.278 -2.781 0.055
S 1.021 0.010 1.920
O 0.555 2.484 -1.339
H 0.090 1.644 -1.504
H 1.056 -0.836 -0.346
H -1.203 -1.218 0.853
C -0.588 -2.019 0.432
C 0.207 -1.446 -0.730
H 0.033 -2.384 1.256
H -0.462 1.977 2.063
```

* M: 126.25 g mol⁻¹
* spin multiplicity: 1
* HOMO energy: -8.635 eV
* frontier orbital gap: 0.177 hartree
* E_LUMO: -3.81 eV

Mulliken population analysis, charges in e, atoms 1 to 6: 0.3676, 0.2837, -0.5346, -0.2097, 0.3290, 0.0078


#2 (0.0572 hartree below the next structure)